(1)
Below is a cluster of 10 separate species, C47H73NO10 in total at a distorted geometry, with properties calculated with ωB97M-V/def2-TZVPD.

Geometry as ORCA input:
```
! wB97M-V def2-TZVPD RIJCOSX def2/J DEFGRID3
* xyz 0 1
C 34.917 9.765 -9.856
N 33.912 9.042 -9.074
O 33.390 9.609 -8.139
O 33.697 7.895 -9.413
H 34.872 9.456 -10.896
H 35.939 9.734 -9.487
H 34.710 10.837 -9.866
C 32.729 11.005 0.455
O 33.156 11.812 -0.633
C 32.570 11.365 -1.843
C 32.974 12.373 -2.914
O 32.795 13.714 -2.565
C 31.460 14.039 -2.359
H 33.050 11.472 1.384
H 33.190 10.018 0.377
H 31.636 11.006 0.411
H 31.479 11.363 -1.707
H 32.894 10.349 -2.070
H 32.348 12.137 -3.788
H 33.976 12.161 -3.288
H 31.070 13.641 -1.420
H 30.781 13.795 -3.190
H 31.277 15.118 -2.331
C 32.755 5.163 -1.938
O 33.958 5.245 -1.199
C 34.363 6.609 -1.046
C 35.491 6.665 -0.066
O 35.954 7.985 0.084
C 37.040 8.034 0.959
H 32.624 4.114 -2.205
H 32.928 5.697 -2.876
H 31.823 5.432 -1.435
H 33.502 7.254 -0.842
H 34.699 6.887 -2.055
H 36.262 5.960 -0.399
H 35.117 6.309 0.905
H 37.240 9.004 1.408
H 37.965 7.529 0.657
H 36.802 7.447 1.869
C 26.825 7.011 -1.747
O 26.451 7.088 -3.107
C 25.675 6.004 -3.577
C 24.252 6.017 -2.991
O 24.229 5.489 -1.699
C 23.021 5.700 -1.024
H 27.505 7.847 -1.586
H 27.278 6.058 -1.475
H 25.994 7.244 -1.080
H 26.201 5.096 -3.254
H 25.578 6.070 -4.658
H 23.531 5.577 -3.692
H 24.022 7.093 -3.010
H 22.254 5.029 -1.429
H 22.636 6.727 -1.020
H 23.128 5.460 0.035
C 37.937 13.040 -1.285
O 38.374 11.742 -1.624
C 38.605 11.497 -2.992
C 37.380 11.427 -3.863
O 36.567 10.264 -3.805
C 36.115 9.950 -2.506
H 38.265 13.175 -0.254
H 36.845 13.122 -1.297
H 38.370 13.815 -1.925
H 39.129 10.542 -3.066
H 39.243 12.294 -3.391
H 37.590 11.543 -4.930
H 36.714 12.286 -3.657
H 35.408 10.689 -2.117
H 36.930 9.716 -1.817
H 35.609 8.978 -2.517
C 32.166 8.660 -3.827
C 30.941 8.417 -3.187
C 29.807 8.801 -3.874
C 29.884 9.310 -5.156
C 31.100 9.568 -5.759
C 32.263 9.377 -4.994
H 33.057 8.524 -3.217
H 30.873 8.061 -2.169
H 28.838 8.764 -3.384
H 28.970 9.510 -5.703
H 31.061 10.142 -6.676
H 33.238 9.672 -5.363
C 27.342 11.655 -7.321
C 27.116 13.030 -7.208
C 25.822 13.539 -7.214
C 24.753 12.672 -7.271
C 24.959 11.298 -7.355
C 26.250 10.805 -7.298
H 28.354 11.277 -7.357
H 28.004 13.649 -7.154
H 25.708 14.598 -7.022
H 23.751 13.065 -7.141
H 24.119 10.617 -7.309
H 26.387 9.729 -7.318
C 30.676 4.156 -8.077
C 29.440 4.032 -7.459
C 29.129 4.844 -6.371
C 30.042 5.801 -5.946
C 31.245 6.001 -6.643
C 31.556 5.165 -7.708
H 30.941 3.365 -8.768
H 28.829 3.170 -7.697
H 28.137 4.865 -5.939
H 29.749 6.489 -5.165
H 31.926 6.775 -6.317
H 32.489 5.319 -8.236
C 36.504 4.379 -3.806
C 35.249 4.060 -4.317
C 34.570 4.968 -5.111
C 34.957 6.296 -5.167
C 36.147 6.651 -4.538
C 36.922 5.692 -3.842
H 37.115 3.635 -3.309
H 34.824 3.068 -4.234
H 33.734 4.491 -5.610
H 34.444 7.057 -5.743
H 36.451 7.692 -4.534
H 37.878 6.092 -3.531
C 29.453 8.384 3.513
C 30.662 7.732 3.333
C 31.134 7.431 2.078
C 30.367 7.641 0.922
C 29.168 8.304 1.121
C 28.762 8.748 2.369
H 29.142 8.674 4.507
H 31.245 7.438 4.199
H 32.049 6.856 1.979
H 30.673 7.342 -0.069
H 28.573 8.518 0.240
H 27.829 9.289 2.480
*
```

Properties
Orbital gap   8.954 eV
SMILES string   C[N+](=O)[O-].c1ccccc1.c1ccccc1.c1ccccc1.c1ccccc1.c1ccccc1.COCCOC.COCCOC.COCCOC.COCCOC

Löwdin population analysis, charges in e, atoms 1 to 5: number 1, C, carries 0.025; number 2, N, carries -0.441; number 3, O, carries 0.067; number 4, O, carries 0.072; number 5, H, carries 0.097


(2)
Below is a cluster of 5 separate species, C47H83I2N7O4S in total at a distorted geometry, with properties calculated with ωB97M-V/def2-TZVPD.

Geometry as ORCA input:
```
! wB97M-V def2-TZVPD RIJCOSX def2/J DEFGRID3
* xyz 0 5
C 4.577 1.510 2.331
C 4.844 -0.050 1.792
I 6.542 -0.780 3.043
C 5.354 0.143 0.210
I 6.116 -1.709 -0.692
C 4.212 0.920 -0.721
N 4.523 2.332 -1.128
C 3.424 2.969 -1.930
C 3.663 4.550 -2.397
C 2.543 5.366 -3.273
C 1.181 4.571 -3.721
C 0.958 2.997 -3.262
S -0.633 2.150 -3.829
C 2.075 2.159 -2.341
N 1.705 0.749 -1.974
C 2.819 0.188 -1.135
N 2.617 -1.250 -0.612
H 3.636 2.006 1.837
H 5.517 2.126 1.931
H 4.617 1.597 3.502
H 3.892 -0.727 1.885
H 6.292 0.876 0.294
H 4.659 5.144 -2.112
H 2.703 6.503 -3.578
H 0.367 5.105 -4.374
H -1.512 1.928 -2.753
H 1.565 -1.335 -0.546
H 2.858 -1.838 -1.465
C 0.420 0.001 7.247
C 1.811 -0.345 6.642
C 2.517 -1.393 7.545
C 3.031 -0.807 8.858
C 3.909 0.413 8.609
C 3.245 1.484 7.704
N 2.626 0.905 6.466
O 3.673 0.607 5.573
C 2.167 2.262 8.505
C 4.317 2.582 7.389
C 1.455 -1.018 5.277
H -0.332 -0.753 6.983
H 0.417 0.034 8.337
H 0.047 0.959 6.866
H 3.365 -1.840 7.008
H 1.831 -2.221 7.769
H 2.197 -0.545 9.517
H 3.611 -1.569 9.393
H 4.188 0.854 9.575
H 4.848 0.071 8.152
H 1.613 2.950 7.855
H 2.624 2.867 9.297
H 1.450 1.620 9.014
H 5.220 2.168 6.926
H 4.649 3.083 8.306
H 3.911 3.352 6.722
H 0.931 -0.317 4.618
H 0.799 -1.885 5.426
H 2.335 -1.397 4.745
C 0.399 -8.076 0.360
C -0.110 -6.717 0.919
C -0.428 -5.763 -0.264
C 0.823 -5.218 -0.950
C 1.770 -4.579 0.060
C 2.109 -5.497 1.263
N 0.896 -6.138 1.873
O 0.240 -5.154 2.637
C 3.110 -6.600 0.827
C 2.932 -4.656 2.296
C -1.450 -7.098 1.629
H -0.433 -8.720 0.046
H 1.027 -7.973 -0.526
H 0.956 -8.637 1.120
H -1.027 -4.913 0.091
H -1.046 -6.278 -1.009
H 1.338 -6.012 -1.501
H 0.531 -4.471 -1.697
H 2.691 -4.279 -0.457
H 1.309 -3.650 0.420
H 3.279 -7.321 1.634
H 4.085 -6.168 0.572
H 2.800 -7.147 -0.062
H 2.405 -3.750 2.617
H 3.880 -4.317 1.861
H 3.172 -5.247 3.188
H -1.272 -7.793 2.458
H -2.140 -7.586 0.931
H -1.988 -6.227 2.022
C -2.557 3.542 -0.607
C -2.406 5.090 -0.630
C -2.166 5.605 0.815
C -3.421 5.559 1.685
C -4.585 6.276 1.010
C -4.854 5.798 -0.440
N -3.609 5.720 -1.274
O -3.259 7.036 -1.631
C -5.550 4.410 -0.423
C -5.942 6.735 -1.064
C -1.102 5.313 -1.464
H -1.580 3.043 -0.576
H -3.092 3.172 0.269
H -3.065 3.178 -1.508
H -1.800 6.640 0.789
H -1.377 5.016 1.299
H -3.695 4.524 1.913
H -3.211 6.035 2.650
H -5.485 6.148 1.624
H -4.369 7.353 1.012
H -5.653 4.008 -1.437
H -6.560 4.482 -0.001
H -5.038 3.670 0.190
H -5.654 7.792 -1.036
H -6.887 6.664 -0.511
H -6.150 6.463 -2.106
H -1.221 4.940 -2.487
H -0.253 4.784 -1.015
H -0.804 6.367 -1.517
C -2.168 0.507 -6.598
C -1.918 -1.028 -6.561
C -1.437 -1.503 -7.960
C -2.553 -1.526 -9.002
C -3.751 -2.329 -8.509
C -4.259 -1.892 -7.110
N -3.156 -1.746 -6.103
O -2.774 -3.041 -5.707
C -5.037 -0.554 -7.221
C -5.360 -2.909 -6.657
C -0.736 -1.177 -5.548
H -1.233 1.070 -6.483
H -2.595 0.855 -7.540
H -2.824 0.823 -5.778
H -1.009 -2.512 -7.886
H -0.627 -0.856 -8.320
H -2.861 -0.508 -9.262
H -2.173 -1.973 -9.929
H -4.560 -2.251 -9.246
H -3.465 -3.390 -8.486
H -5.313 -0.174 -6.230
H -5.969 -0.685 -7.785
H -4.493 0.228 -7.748
H -5.000 -3.944 -6.649
H -6.218 -2.892 -7.341
H -5.735 -2.668 -5.655
H -1.027 -0.829 -4.551
H 0.131 -0.586 -5.866
H -0.378 -2.210 -5.459
*
```

Properties
Orbital gap (spin up / spin down)   6.961 / 6.974 eV
⟨S²⟩   6.025

Löwdin population analysis, charges in e, atoms 1 to 5: number 1, C, carries -0.196; number 2, C, carries -0.739; number 3, I, carries 0.690; number 4, C, carries -0.747; number 5, I, carries 0.710


(3)
Below is a cluster of 9 separate species, C47H89BrIN9O7P2SSi in total at a distorted geometry, with properties calculated with ωB97M-V/def2-TZVPD.

Geometry as ORCA input:
```
! wB97M-V def2-TZVPD RIJCOSX def2/J DEFGRID3
* xyz 0 1
C -4.416 5.824 1.413
C -3.953 4.423 2.148
O -2.678 3.893 1.817
C -2.354 2.513 2.046
C -2.343 1.790 0.537
C -3.557 2.364 -0.459
O -2.952 3.491 -1.182
Si -3.968 4.128 -2.454
C -2.887 4.096 -4.094
C -5.685 3.289 -2.659
C -4.179 6.042 -2.060
C -0.743 2.622 2.536
P 0.329 1.133 2.075
C -0.521 -0.575 2.461
O 1.778 1.001 3.104
P -0.052 4.057 1.398
O -0.206 5.614 2.141
I 2.411 3.743 1.045
C -0.685 3.187 4.060
Br 1.148 3.870 4.644
C -1.447 2.304 5.207
C -2.494 3.335 6.021
C -0.461 1.820 6.469
C 0.634 0.680 6.089
N 1.044 0.023 7.426
O -2.184 1.135 4.730
S -3.182 1.518 3.355
O -3.604 0.081 2.831
O -4.513 2.014 3.965
H -5.136 5.502 0.517
H -5.134 6.371 2.193
H -3.536 6.503 1.051
H -3.983 4.655 3.319
H -4.864 3.668 1.981
H -1.365 1.991 -0.071
H -2.497 0.636 0.567
H -3.795 1.459 -1.196
H -4.548 2.602 0.109
H -2.838 3.035 -4.585
H -3.351 4.929 -4.792
H -1.806 4.485 -3.800
H -6.170 3.159 -1.601
H -6.339 4.025 -3.336
H -5.588 2.276 -3.241
H -3.818 6.711 -2.965
H -5.309 6.229 -1.822
H -3.449 6.322 -1.159
H 0.328 -1.377 2.211
H -1.409 -0.824 1.745
H -0.778 -0.726 3.587
H 1.942 0.005 3.255
H 0.616 6.132 1.825
H -1.310 4.209 4.015
H -3.107 3.999 5.253
H -1.842 4.028 6.716
H -3.223 2.720 6.700
H -1.222 1.306 7.235
H -0.023 2.742 7.075
H 1.647 1.175 5.699
H 0.254 -0.202 5.425
H 1.948 -0.480 7.176
H 1.229 0.752 8.151
C 4.227 9.402 3.271
C 3.437 8.198 3.774
C 3.711 6.927 2.968
C 3.316 7.145 1.516
N 2.988 7.326 0.312
H 3.954 9.663 2.243
H 4.022 10.278 3.893
H 5.305 9.205 3.302
H 2.367 8.437 3.741
H 3.695 8.018 4.824
H 3.133 6.091 3.376
H 4.772 6.661 3.016
C -7.544 -1.066 0.029
C -6.185 -1.759 0.021
C -5.068 -0.871 -0.529
C -5.380 -0.483 -1.965
N -5.640 -0.161 -3.157
H -7.872 -0.805 -0.982
H -8.305 -1.726 0.457
H -7.513 -0.148 0.629
H -6.259 -2.676 -0.575
H -5.933 -2.059 1.044
H -4.114 -1.407 -0.502
H -4.965 0.037 0.075
C -4.187 -1.978 -5.962
C -5.040 -2.826 -6.901
C -5.180 -4.275 -6.433
C -3.809 -4.928 -6.363
N -2.671 -5.469 -6.305
H -3.159 -2.350 -5.903
H -4.139 -0.945 -6.321
H -4.609 -1.969 -4.951
H -4.595 -2.800 -7.904
H -6.036 -2.376 -6.979
H -5.810 -4.836 -7.131
H -5.649 -4.316 -5.444
C 1.896 -5.369 5.423
C 1.274 -4.220 6.211
C 0.956 -3.004 5.338
C 2.234 -2.474 4.710
N 3.295 -2.035 4.188
H 2.858 -5.084 4.985
H 2.080 -6.225 6.080
H 1.232 -5.696 4.615
H 1.960 -3.931 7.016
H 0.351 -4.573 6.684
H 0.500 -2.215 5.946
H 0.249 -3.274 4.546
C -0.575 -6.811 -9.556
C -1.365 -8.015 -9.052
C -1.092 -9.286 -9.859
C -1.487 -9.068 -11.310
N -1.814 -8.887 -12.515
H -0.848 -6.550 -10.583
H -0.780 -5.935 -8.933
H 0.503 -7.008 -9.525
H -2.435 -7.776 -9.086
H -1.108 -8.195 -8.003
H -1.670 -10.121 -9.451
H -0.030 -9.552 -9.810
C 8.365 7.244 1.085
C 8.793 8.353 2.041
C 8.941 7.868 3.485
C 7.609 7.335 3.987
N 6.504 6.893 4.403
H 7.379 6.845 1.344
H 8.300 7.629 0.062
H 9.085 6.418 1.093
H 8.058 9.165 1.995
H 9.750 8.765 1.702
H 9.262 8.695 4.127
H 9.694 7.076 3.550
C 6.199 -3.600 6.290
C 6.651 -4.643 7.307
C 5.498 -5.504 7.829
C 4.471 -4.622 8.520
N 3.619 -3.890 9.093
H 5.497 -2.884 6.730
H 7.058 -3.029 5.924
H 5.713 -4.075 5.430
H 7.143 -4.133 8.144
H 7.400 -5.292 6.841
H 5.875 -6.243 8.543
H 5.016 -6.041 7.005
C 2.040 -8.815 -12.187
C 3.309 -9.600 -12.502
C 3.661 -10.621 -11.419
C 3.894 -9.908 -10.097
N 4.087 -9.316 -9.000
H 2.148 -8.222 -11.273
H 1.811 -8.119 -13.000
H 1.183 -9.487 -12.062
H 4.139 -8.895 -12.633
H 3.176 -10.122 -13.456
H 4.569 -11.167 -11.697
H 2.851 -11.349 -11.298
*
```

Properties
Orbital gap   7.751 eV
SMILES string   CCO[C@@]1(CCO[Si](C)(C)C)[C@@](P(C)O)(P(O)I)[C@H](Br)[C@](C)(CCN)OS1(=O)=O.CCCC#N.CCCC#N.CCCC#N.CCCC#N.CCCC#N.CCCC#N.CCCC#N.CCCC#N
Relative energy (zero: lowest compared OMol25 entry of this formula, charge and spin)   323.22 kcal per mole

Löwdin population analysis, charges in e, atoms 1 to 5: number 1, C, carries -0.069; number 2, C, carries -0.245; number 3, O, carries -0.220; number 4, C, carries -0.439; number 5, C, carries -0.085


no.,M (g mol⁻¹)
1,812.1
2,1096.1
3,1221.2